The following is a quantum chemistry calculation of a cluster of 2 separate species, C4H5N3 in total, from the OMol25 dataset.

The relative energy (zero: lowest compared OMol25 entry of this formula, charge and spin) comes out at 65.7 kcal/mol. The frontier orbital gap comes out at 10.48 eV. The calculation puts the molecular weight at 95.1 g mol⁻¹.

```
! wB97M-V def2-TZVPD RIJCOSX def2/J DEFGRID3
* xyz 0 1
C -1.52 0.36 0.01
N -0.16 -0.12 -0.09
C 0.65 -0.06 0.88
C 2.35 -1.04 -3.08
N 1.47 -0.87 -2.32
C 0.33 0.48 2.20
N 0.10 0.91 3.25
H -1.77 0.79 0.99
H -2.20 -0.47 -0.21
H -1.67 1.12 -0.76
H 0.75 -0.67 -1.62
H 1.66 -0.44 0.75
*
```